1.
{"formula": "C11H21NO", "method": "wB97M-V/def2-TZVPD", "species": ["C", "C", "C", "C", "C", "C", "C", "C", "C", "C", "C", "H", "H", "H", "H", "H", "H", "H", "H", "H", "H", "H", "H", "H", "H", "H", "H", "H", "H", "H", "H", "H", "N", "O"], "positions_angstrom": [[-1.581, 2.412, -0.904], [-1.521, 1.067, -0.132], [-1.740, -0.091, -1.021], [-1.470, -1.426, -0.343], [-0.069, -1.624, 0.272], [1.041, -1.712, -0.755], [2.353, -1.780, -0.087], [2.680, -0.702, 0.981], [1.558, -0.587, 1.947], [0.156, -0.456, 1.254], [-0.101, 0.882, 0.449], [-0.492, 2.974, -2.555], [0.080, 3.623, -1.199], [-2.489, 2.399, -1.582], [-1.892, 3.180, -0.035], [-3.120, 1.867, 0.541], [-2.625, -0.054, -1.689], [-0.920, -0.019, -1.731], [-1.779, -2.340, -0.877], [-2.203, -1.502, 0.533], [0.002, -2.531, 0.770], [0.865, -2.577, -1.438], [0.945, -0.911, -1.495], [3.125, -2.074, -0.784], [2.218, -2.595, 0.681], [2.976, 0.398, 0.671], [3.729, -1.053, 1.328], [1.379, -1.308, 2.772], [1.679, 0.360, 2.402], [-0.551, -0.431, 2.023], [0.674, 0.932, -0.405], [0.119, 1.628, 1.209], [-0.428, 2.906, -1.632], [-2.594, 1.144, 0.831]], "lumo_ev": 0.898, "smiles": "NC[C@@]1(O)CC[C@H]2CCCC[C@H]2C1", "charge": 0, "de_lowest_ev": 2.398}



2.
{"formula": "C2H5IO3P", "method": "wB97M-V/def2-TZVPD", "species": ["C", "C", "O", "O", "O", "P", "I", "H", "H", "H", "H", "H"], "positions_angstrom": [[-0.514, 1.319, -0.264], [-0.007, 1.338, -1.721], [0.879, -3.349, 0.781], [-1.116, -1.810, 0.966], [1.167, 1.307, -2.013], [0.336, -2.026, 0.963], [1.181, -1.157, 3.245], [-1.116, 0.469, -0.150], [0.229, 1.200, 0.470], [-1.206, 2.158, -0.106], [0.874, -0.981, 0.335], [-0.707, 1.533, -2.505]], "lumo_ev": 3.217, "charge": -1, "de_lowest_ev": 0.348}



3.
{"formula": "C43H80BrF4O42PS9", "method": "wB97M-V/def2-TZVPD", "species": ["C", "C", "C", "C", "C", "C", "C", "C", "C", "P", "O", "O", "C", "C", "O", "C", "C", "O", "C", "O", "C", "C", "C", "C", "F", "C", "Br", "C", "C", "C", "C", "C", "O", "C", "F", "F", "F", "H", "H", "H", "H", "H", "H", "H", "H", "H", "H", "H", "H", "H", "H", "H", "H", "H", "H", "H", "H", "H", "H", "H", "H", "H", "H", "H", "H", "H", "H", "H", "H", "H", "H", "H", "H", "H", "H", "H", "H", "H", "H", "H", "H", "C", "C", "O", "S", "O", "O", "O", "H", "H", "H", "H", "C", "C", "O", "S", "O", "O", "O", "H", "H", "H", "H", "C", "C", "O", "S", "O", "O", "O", "H", "H", "H", "H", "C", "C", "O", "S", "O", "O", "O", "H", "H", "H", "H", "C", "C", "O", "S", "O", "O", "O", "H", "H", "H", "H", "C", "C", "O", "S", "O", "O", "O", "H", "H", "H", "H", "C", "C", "O", "S", "O", "O", "O", "H", "H", "H", "H", "C", "C", "O", "S", "O", "O", "O", "H", "H", "H", "H", "C", "C", "O", "S", "O", "O", "O", "H", "H", "H", "H"], "positions_angstrom": [[-0.868, -4.715, 1.203], [0.089, -3.837, 0.370], [-0.194, -3.948, -1.154], [-1.247, -2.932, -1.651], [-0.779, -1.715, -2.504], [-1.329, -0.437, -1.862], [-1.128, 0.914, -2.599], [-2.474, 1.653, -2.501], [-3.524, 1.176, -3.536], [-5.053, 0.853, -2.676], [-4.967, -0.168, -1.608], [-6.079, 0.482, -3.836], [-7.310, -0.203, -3.514], [-7.899, -0.765, -4.797], [-5.421, 2.307, -2.127], [-6.595, 2.472, -1.306], [-6.325, 3.547, -0.255], [-0.800, 0.555, -3.968], [0.279, 1.205, -4.452], [0.786, 0.880, -5.483], [0.594, 2.402, -3.549], [-0.426, 3.474, -4.082], [-0.086, 4.371, -5.273], [0.431, 3.727, -6.545], [0.797, 5.378, -4.855], [2.035, 2.942, -3.617], [3.371, 1.515, -3.806], [2.419, 3.912, -2.461], [2.859, 5.324, -2.905], [0.058, 1.860, -2.164], [0.961, 1.400, -0.994], [1.888, 0.178, -1.059], [1.268, -0.875, -0.335], [3.199, 0.418, -0.306], [3.829, 1.557, -0.565], [2.933, 0.434, 1.007], [4.055, -0.578, -0.518], [-1.577, -4.080, 1.746], [-1.444, -5.402, 0.584], [-0.336, -5.285, 1.972], [1.135, -4.087, 0.586], [-0.087, -2.799, 0.667], [-0.617, -4.946, -1.321], [0.725, -3.911, -1.756], [-1.785, -2.568, -0.766], [-1.984, -3.473, -2.254], [-1.221, -1.838, -3.495], [0.311, -1.688, -2.606], [-0.999, -0.372, -0.825], [-2.415, -0.604, -1.799], [-2.362, 2.734, -2.597], [-2.847, 1.475, -1.486], [-3.232, 0.220, -3.984], [-3.655, 1.916, -4.330], [-7.086, -0.998, -2.797], [-8.001, 0.513, -3.054], [-7.754, -0.060, -5.619], [-7.412, -1.706, -5.069], [-8.968, -0.951, -4.664], [-6.846, 1.519, -0.826], [-7.428, 2.755, -1.957], [-6.706, 4.522, -0.572], [-5.249, 3.653, -0.094], [-6.790, 3.293, 0.699], [-1.347, 2.965, -4.385], [-0.702, 4.145, -3.258], [-1.021, 4.890, -5.526], [0.649, 4.520, -7.267], [-0.369, 3.114, -6.977], [1.306, 3.092, -6.410], [2.183, 3.487, -4.545], [3.265, 3.466, -1.940], [1.587, 3.989, -1.757], [3.758, 5.624, -2.358], [2.088, 6.070, -2.693], [3.094, 5.368, -3.967], [-0.430, 2.727, -1.695], [1.534, 2.253, -0.629], [0.263, 1.151, -0.184], [2.095, -0.175, -2.072], [1.662, -1.720, -0.589], [-5.498, -5.677, 3.676], [-5.487, -4.372, 2.902], [-4.532, -4.624, 1.847], [-4.623, -6.137, 1.383], [-5.463, -6.242, 0.235], [-3.306, -6.661, 1.340], [-5.419, -6.686, 2.647], [-4.633, -5.778, 4.332], [-6.415, -5.830, 4.237], [-5.145, -3.518, 3.479], [-6.446, -4.170, 2.439], [-6.139, -3.942, -1.318], [-7.070, -5.080, -1.694], [-8.052, -5.070, -0.644], [-8.303, -3.586, -0.138], [-9.475, -3.043, -0.726], [-8.136, -3.593, 1.273], [-7.028, -2.923, -0.817], [-5.451, -4.230, -0.521], [-5.582, -3.538, -2.160], [-6.577, -6.047, -1.699], [-7.572, -4.902, -2.647], [-7.639, 5.613, 4.952], [-8.691, 5.286, 3.909], [-7.938, 4.674, 2.849], [-6.721, 3.840, 3.453], [-7.066, 2.469, 3.549], [-5.528, 4.244, 2.790], [-6.756, 4.482, 4.913], [-7.075, 6.510, 4.694], [-8.046, 5.706, 5.955], [-9.196, 6.164, 3.517], [-9.423, 4.568, 4.281], [-2.703, 1.522, 1.438], [-2.913, 1.652, 2.934], [-3.422, 0.363, 3.315], [-2.767, -0.779, 2.415], [-1.648, -1.351, 3.081], [-3.804, -1.602, 1.907], [-2.200, 0.188, 1.274], [-3.641, 1.613, 0.886], [-1.971, 2.227, 1.048], [-3.645, 2.411, 3.196], [-1.974, 1.829, 3.462], [2.829, -0.351, 4.416], [2.206, -1.546, 3.722], [1.953, -2.463, 4.805], [1.567, -1.663, 6.122], [0.162, -1.602, 6.289], [2.390, -2.143, 7.181], [2.087, -0.233, 5.643], [3.878, -0.526, 4.659], [2.731, 0.567, 3.845], [2.871, -2.013, 3.002], [1.260, -1.292, 3.241], [6.942, 2.447, -7.310], [7.269, 3.927, -7.295], [5.994, 4.555, -7.530], [4.830, 3.696, -6.864], [4.498, 4.241, -5.593], [3.817, 3.482, -7.835], [5.673, 2.365, -6.639], [6.827, 2.066, -8.326], [7.664, 1.845, -6.767], [7.967, 4.222, -8.072], [7.643, 4.247, -6.321], [5.946, -2.535, 9.073], [4.607, -2.255, 9.725], [4.525, -3.251, 10.764], [5.972, -3.541, 11.355], [6.188, -2.796, 12.542], [6.174, -4.950, 11.349], [6.807, -2.869, 10.177], [5.896, -3.388, 8.396], [6.357, -1.674, 8.554], [3.772, -2.367, 9.042], [4.580, -1.266, 10.186], [7.285, -7.890, 11.317], [6.250, -8.342, 10.310], [7.036, -8.761, 9.182], [8.407, -9.408, 9.684], [8.291, -10.823, 9.732], [9.470, -8.795, 8.970], [8.349, -8.850, 11.176], [7.666, -6.897, 11.084], [6.922, -7.911, 12.340], [5.583, -7.541, 10.004], [5.671, -9.194, 10.670], [11.213, 7.765, -9.414], [11.085, 7.986, -7.918], [10.549, 6.742, -7.440], [11.121, 5.532, -8.306], [12.226, 4.931, -7.652], [10.016, 4.741, -8.726], [11.662, 6.405, -9.522], [10.252, 7.860, -9.922], [11.946, 8.415, -9.882], [10.398, 8.786, -7.659], [12.054, 8.159, -7.446]], "lumo_ev": 0.062, "smiles": "CCCCCC[C@]1(CCP(=O)(OCC)OCC)OC(=O)[C@](C[C@H](C)F)([C@H](Br)CC)[C@@H]1C[C@H](O)C(F)(F)F.O=S1(=O)OCCO1.O=S1(=O)OCCO1.O=S1(=O)OCCO1.O=S1(=O)OCCO1.O=S1(=O)OCCO1.O=S1(=O)OCCO1.O=S1(=O)OCCO1.O=S1(=O)OCCO1.O=S1(=O)OCCO1", "charge": 0, "de_lowest_ev": 0.000}



4.
{"formula": "C3H8BCl3OP", "method": "wB97M-V/def2-TZVPD", "species": ["C", "C", "Cl", "C", "Cl", "B", "P", "O", "Cl", "H", "H", "H", "H", "H", "H", "H", "H"], "positions_angstrom": [[-1.764, -0.676, -0.875], [-0.297, -0.903, -1.217], [0.291, -2.332, -0.306], [0.540, 0.371, -1.045], [1.748, 0.411, -2.420], [1.300, 0.648, 0.369], [-0.015, 1.281, 1.654], [-0.480, -0.071, 2.531], [1.218, 2.205, 3.116], [-1.921, -0.575, 0.197], [-2.145, 0.194, -1.407], [-2.337, -1.542, -1.208], [-0.243, -1.204, -2.261], [-0.141, 1.193, -1.266], [2.058, 1.592, 0.223], [1.946, -0.283, 0.797], [0.243, -0.310, 3.118]], "lumo_ev": 3.366, "charge": -1}



5.
{"formula": "C4H6O2", "method": "wB97M-V/def2-TZVPD", "species": ["O", "C", "O", "C", "C", "C", "H", "H", "H", "H", "H", "H"], "positions_angstrom": [[-2.340, -0.314, 0.549], [-2.074, 0.749, -0.224], [-0.791, 0.978, -0.297], [0.180, 0.181, 0.360], [1.574, 0.468, -0.068], [0.906, -0.825, -0.467], [-3.293, -0.300, 0.446], [-0.051, -0.027, 1.398], [1.698, 1.219, -0.843], [2.354, 0.451, 0.686], [0.599, -0.924, -1.504], [1.215, -1.749, 0.013]], "lumo_ev": 0.959, "charge": 0, "de_lowest_ev": 3.153}



6.
{"formula": "C6H11P", "method": "wB97M-V/def2-TZVPD", "species": ["C", "C", "C", "C", "C", "C", "P", "H", "H", "H", "H", "H", "H", "H", "H", "H", "H", "H"], "positions_angstrom": [[-2.689, 2.131, 0.074], [-1.677, 1.551, -0.188], [-1.614, -2.027, -0.163], [2.187, 1.764, -0.206], [-0.189, -1.626, 0.100], [1.744, 0.293, 0.218], [0.468, -0.296, -0.887], [-3.688, 2.429, 0.124], [-1.707, -2.757, -0.988], [-2.087, -2.424, 0.729], [-2.201, -1.067, -0.352], [2.774, 2.187, 0.553], [2.704, 1.641, -1.085], [1.192, 2.240, -0.391], [0.549, -2.373, -0.205], [-0.037, -1.662, 1.254], [1.476, 0.331, 1.307], [2.796, -0.336, 0.107]], "lumo_ev": [-1.369, -1.368], "charge": 0, "de_lowest_ev": 4.968}